The following is a DFT calculation (ωB97M-V with the def2-TZVPD basis set) of a structure of composition C27H35AsN2O2P2V at a distorted geometry.

Its total charge is +2. Its HOMO energy (alpha / beta) is -0.4829 / -0.4855 Ha. Its spin multiplicity is 4. The largest force on an atom comes out at 3.2 eV/A.

Each line ends with the Löwdin spin population.
Cartesian coordinates (Å):
1 V -0.232 -0.090 -1.604  1.903
2 P -2.257 -1.349 -1.268  0.041
3 P -0.426 2.499 -1.643  0.385
4 N 0.475 -1.883 -2.170  -0.004
5 N 1.641 0.416 -2.321  0.000
6 H 2.124 -2.718 -3.209  -0.001
7 H 3.495 -0.580 -2.220  0.000
8 H 2.428 -2.433 -1.511  -0.001
9 C 1.907 -2.019 -2.391  0.000
10 H 2.726 -0.631 -3.811  0.001
11 C 2.516 -0.670 -2.724  0.002
12 H -0.015 -3.714 -3.049  0.001
13 H 3.076 1.867 -2.784  0.000
14 C -0.311 -2.916 -2.355  0.041
15 C 2.047 1.679 -2.460  0.006
16 C -1.582 -3.075 -1.594  0.010
17 C 1.204 2.760 -2.253  0.038
18 H -1.371 -3.466 -0.567  0.001
19 H 1.603 3.765 -2.393  0.008
20 H -1.263 3.459 -2.259  0.001
21 H -0.329 2.953 -0.270  0.113
22 H -3.404 -1.482 -2.110  0.004
23 H -2.838 -1.622 0.010  0.004
24 H 0.236 1.198 -4.588  0.002
25 C -0.816 0.911 -4.425  0.033
26 C -1.689 1.919 -5.146  -0.001
27 C -1.061 -0.509 -4.883  0.020
28 O -1.068 1.021 -2.984  0.301
29 H -1.532 1.801 -6.221  0.000
30 H -2.751 1.745 -4.934  0.000
31 H -1.406 2.943 -4.895  0.000
32 H -0.266 -1.190 -4.566  0.001
33 H -2.027 -0.881 -4.525  0.000
34 H -1.064 -0.537 -5.981  0.004
35 H -2.282 -3.753 -2.065  0.000
36 O 0.166 0.224 0.284  0.065
37 As 0.177 0.143 2.005  0.009
38 C 0.404 -1.715 2.430  0.003
39 C 1.584 -2.374 2.062  0.000
40 C 1.751 -3.724 2.390  0.000
41 C 0.737 -4.417 3.063  0.000
42 C -0.436 -3.753 3.432  0.000
43 C -0.606 -2.401 3.121  0.001
44 C 1.568 1.334 2.591  -0.001
45 C 2.898 1.108 2.209  0.000
46 C 3.906 1.958 2.684  0.000
47 C 3.585 3.046 3.502  0.000
48 C 2.256 3.274 3.874  0.000
49 C 1.245 2.419 3.422  0.000
50 C -1.534 0.792 2.614  0.002
51 C -1.847 0.703 3.980  0.001
52 C -3.084 1.167 4.442  0.000
53 C -3.997 1.725 3.541  0.000
54 C -3.673 1.824 2.186  0.000
55 C -2.442 1.357 1.713  0.002
56 H 2.370 -1.829 1.537  0.000
57 H 2.679 -4.230 2.124  0.000
58 H 0.867 -5.471 3.305  0.000
59 H -1.222 -4.284 3.971  0.000
60 H -1.514 -1.875 3.413  0.000
61 H 3.140 0.269 1.555  0.000
62 H 4.944 1.764 2.411  0.000
63 H 4.370 3.716 3.853  0.000
64 H 2.000 4.112 4.522  0.000
65 H 0.207 2.586 3.710  0.000
66 H -1.132 0.274 4.684  0.000
67 H -3.326 1.087 5.502  0.000
68 H -4.963 2.085 3.897  0.000
69 H -4.381 2.267 1.486  0.000
70 H -2.188 1.423 0.655  0.004

***

The following is a DFT calculation (ωB97M-V with the def2-TZVPD basis set) of a cluster of 14 separate species, C27H35BCl39FNO2 in total at a distorted geometry.

Its total charge is -1. Its HOMO energy is -0.1498 Ha. Its spin multiplicity is 1. The largest force on an atom comes out at 2.8 eV/A.

Each line ends with the Mulliken charge.
Cartesian coordinates (Å):
1 C 2.093 -4.492 1.530  -1.010
2 C 1.016 -3.677 0.708  -0.381
3 C 1.438 -2.153 0.672  0.463
4 F 1.614 -1.657 1.969  -0.475
5 C 0.367 -1.386 -0.182  0.255
6 O -0.767 -1.283 0.670  -0.740
7 B -1.032 0.128 1.191  0.360
8 C -2.535 0.430 0.590  0.660
9 C -3.560 1.158 1.574  -0.501
10 N -3.229 1.101 3.005  -0.710
11 O 0.117 0.840 0.569  -0.258
12 C 0.605 0.152 -0.560  0.036
13 C 1.991 0.597 -1.166  -0.107
14 C 2.907 1.013 0.059  0.916
15 C 2.734 2.372 0.562  -0.151
16 C 3.515 2.782 1.708  -0.716
17 C 4.473 1.909 2.384  -0.271
18 C 4.693 0.567 1.885  -0.323
19 C 3.900 0.137 0.729  -0.056
20 H 3.092 -4.428 1.014  0.256
21 H 1.794 -5.574 1.567  0.314
22 H 2.150 -4.032 2.549  0.225
23 H -0.021 -3.778 1.106  0.199
24 H 1.000 -3.997 -0.374  0.314
25 H 2.406 -2.129 0.085  -0.078
26 H 0.122 -1.940 -1.132  0.168
27 H -0.921 -0.060 2.382  -0.279
28 H -2.972 -0.535 0.217  -0.602
29 H -2.434 1.092 -0.329  0.023
30 H -3.699 2.225 1.269  0.269
31 H -4.554 0.635 1.441  0.080
32 H -2.464 1.716 3.263  0.306
33 H -3.108 0.154 3.348  0.259
34 H -0.167 0.393 -1.356  0.113
35 H 2.453 -0.268 -1.708  0.323
36 H 1.820 1.445 -1.885  -0.424
37 H 2.021 3.060 0.069  0.006
38 H 3.392 3.812 2.107  0.331
39 H 5.019 2.291 3.272  0.288
40 H 5.413 -0.133 2.370  -0.250
41 H 4.103 -0.908 0.383  0.236
42 C 5.196 -0.199 -3.947  -0.059
43 Cl 4.955 -0.258 -2.199  -0.037
44 Cl 3.966 0.819 -4.706  -0.095
45 Cl 6.820 0.391 -4.335  -0.136
46 H 5.096 -1.205 -4.340  0.331
47 C 1.631 4.615 -3.226  -0.117
48 Cl 1.255 3.361 -4.413  -0.132
49 Cl 0.783 4.307 -1.708  -0.023
50 Cl 3.375 4.712 -2.952  -0.097
51 H 1.294 5.569 -3.618  0.364
52 C 2.179 7.561 -0.560  0.683
53 Cl 1.389 8.092 -2.052  -0.149
54 Cl 3.904 7.950 -0.600  -0.137
55 Cl 1.406 8.291 0.848  -0.079
56 H 2.074 6.483 -0.485  -0.322
57 C -1.446 7.011 3.221  0.183
58 Cl -1.188 8.650 2.601  -0.150
59 Cl -3.173 6.657 3.331  -0.121
60 Cl -0.635 5.815 2.205  -0.032
61 H -1.022 6.954 4.216  0.119
62 C 9.775 -1.223 -1.674  -0.023
63 Cl 8.072 -0.836 -1.921  -0.015
64 Cl 10.783 -0.386 -2.864  -0.148
65 Cl 10.279 -0.805 -0.031  -0.121
66 H 9.907 -2.291 -1.809  0.291
67 C 6.884 -0.867 4.909  0.131
68 Cl 7.451 -0.803 3.238  -0.113
69 Cl 5.653 -2.117 5.099  -0.107
70 Cl 8.237 -1.152 6.015  -0.145
71 H 6.438 0.091 5.155  0.247
72 C 10.332 0.870 8.483  0.347
73 Cl 11.995 0.530 7.989  -0.127
74 Cl 10.216 0.979 10.244  -0.130
75 Cl 9.751 2.357 7.728  -0.118
76 H 9.703 0.052 8.150  0.020
77 C -5.482 -1.894 -1.872  0.198
78 Cl -6.311 -1.367 -3.346  -0.152
79 Cl -3.759 -1.537 -1.965  -0.068
80 Cl -6.200 -1.129 -0.451  -0.140
81 H -5.603 -2.969 -1.780  0.132
82 C -8.908 -3.906 -4.398  0.048
83 Cl -9.894 -2.806 -3.431  -0.110
84 Cl -7.475 -4.409 -3.501  -0.093
85 Cl -9.857 -5.315 -4.897  -0.126
86 H -8.585 -3.379 -5.290  0.276
87 C -1.782 9.743 6.730  0.057
88 Cl -0.377 10.210 7.697  -0.127
89 Cl -1.801 10.623 5.197  -0.103
90 Cl -1.796 7.998 6.463  -0.105
91 H -2.678 10.006 7.283  0.292
92 C -9.350 -6.744 -8.438  0.669
93 Cl -7.779 -7.197 -7.768  -0.130
94 Cl -9.152 -5.607 -9.776  -0.132
95 Cl -10.240 -8.177 -8.966  -0.108
96 H -9.923 -6.255 -7.659  -0.306
97 C -13.811 -6.778 -7.946  -0.090
98 Cl -12.370 -6.346 -7.017  -0.029
99 Cl -13.865 -5.874 -9.463  -0.115
100 Cl -13.856 -8.517 -8.257  -0.109
101 H -14.685 -6.514 -7.360  0.343
102 C -2.588 -5.969 1.298  -0.111
103 Cl -0.961 -6.337 0.715  -0.106
104 Cl -2.615 -5.896 3.064  -0.139
105 Cl -3.163 -4.449 0.604  -0.025
106 H -3.253 -6.764 0.979  0.363

***

The following is a DFT calculation (ωB97M-V with the def2-TZVPD basis set) of a structure of composition C27H35F5IrN3O5PTe at a distorted geometry.

Its total charge is 0. Its HOMO energy (alpha / beta) is -0.2237 / -0.2765 Ha. Its spin multiplicity is 6. The largest force on an atom comes out at 1.3 eV/A.

Each line ends with the Löwdin spin population.
Cartesian coordinates (Å):
1 Ir 0.060 -0.320 0.063  2.837
2 C 1.721 2.814 0.722  0.004
3 N 0.405 2.265 1.054  0.079
4 C 0.209 2.124 2.519  0.001
5 C 1.281 1.341 3.277  0.000
6 C 1.421 -0.127 2.874  0.008
7 N 1.803 -0.177 1.457  0.135
8 C 3.026 -0.333 1.140  0.023
9 C 3.605 -0.191 -0.177  0.011
10 C 4.994 -0.407 -0.295  -0.001
11 C 5.650 -0.296 -1.491  0.010
12 C 4.894 0.029 -2.630  0.000
13 C 3.535 0.247 -2.540  0.012
14 C 2.843 0.161 -1.314  0.011
15 O 1.542 0.440 -1.292  0.172
16 C -0.645 3.163 0.556  0.003
17 C -0.826 3.183 -0.959  0.000
18 C -1.300 1.835 -1.564  0.005
19 N -1.685 0.906 -0.486  0.096
20 C -2.918 0.710 -0.229  0.033
21 C -3.453 -0.038 0.870  0.013
22 C -4.853 -0.027 1.050  0.002
23 C -5.450 -0.680 2.090  0.010
24 C -4.628 -1.405 2.979  0.003
25 C -3.262 -1.433 2.822  0.011
26 C -2.619 -0.735 1.773  0.013
27 O -1.309 -0.767 1.699  0.150
28 H 1.895 3.763 1.251  0.003
29 H 1.791 2.987 -0.352  0.000
30 H 2.510 2.116 0.982  0.000
31 H -0.754 1.632 2.670  0.000
32 H 0.148 3.125 2.967  0.001
33 H 1.015 1.387 4.336  0.000
34 H 2.252 1.830 3.168  0.000
35 H 0.471 -0.639 3.003  0.000
36 H 2.171 -0.610 3.504  0.004
37 H 3.735 -0.563 1.943  0.006
38 H 5.550 -0.677 0.604  0.000
39 H 6.720 -0.458 -1.559  0.001
40 H 5.388 0.108 -3.596  0.000
41 H 2.941 0.486 -3.419  0.001
42 H -0.441 4.188 0.888  0.002
43 H -1.574 2.856 1.024  0.000
44 H 0.098 3.486 -1.457  0.000
45 H -1.569 3.960 -1.157  0.000
46 H -0.486 1.379 -2.126  0.000
47 H -2.135 2.012 -2.251  0.002
48 H -3.658 1.171 -0.892  0.009
49 H -5.464 0.527 0.339  0.000
50 H -6.527 -0.651 2.226  0.001
51 H -5.084 -1.956 3.797  0.000
52 H -2.627 -2.007 3.490  0.000
53 C -0.325 -4.971 -4.371  0.001
54 C -1.716 -4.514 -3.991  0.007
55 O -1.656 -3.649 -2.809  -0.001
56 P -1.720 -2.078 -2.905  0.050
57 O -1.470 -1.445 -1.587  0.104
58 Te -4.041 -1.498 -3.681  0.881
59 O -0.630 -1.649 -3.980  0.000
60 C -0.770 -1.208 -5.367  0.011
61 C -0.391 0.251 -5.470  0.000
62 H -0.360 -5.528 -5.310  0.000
63 H 0.089 -5.613 -3.589  0.000
64 H 0.341 -4.110 -4.486  0.000
65 H -2.341 -5.353 -3.716  0.000
66 H -2.197 -3.997 -4.823  0.009
67 H -1.771 -1.364 -5.728  0.015
68 H -0.107 -1.822 -5.966  0.000
69 H -1.142 0.882 -4.980  0.000
70 H -0.311 0.545 -6.521  0.000
71 H 0.570 0.418 -4.977  0.000
72 F 2.217 -2.578 0.143  0.029
73 C 0.931 -2.416 -0.245  0.167
74 F 0.940 -2.766 -1.560  0.027
75 C 0.190 -3.511 0.544  0.019
76 F 0.515 -3.379 1.844  0.000
77 F -1.140 -3.420 0.434  0.002
78 F 0.560 -4.744 0.143  0.008